(1)
ORCA calculation (ωB97M-V with the def2-TZVPD basis set) on 2 unconnected molecules or ions with the total composition C3H12N2O2 in a non-equilibrium geometry.

The geometry in XYZ format:
```
19
Properties=species:S:1:pos:R:3:lowdin_charge:R:1
N -0.300 0.512 1.855 -0.011
C 0.208 0.930 0.514 -0.244
C 0.555 -0.300 -0.323 -0.402
N 1.682 -0.976 0.270 0.040
C 0.723 0.145 -1.791 -0.219
O -0.474 -0.046 -2.533 -0.061
H 0.233 -0.304 2.127 0.051
H -0.005 1.193 2.550 0.066
H -0.583 1.572 0.109 0.112
H 1.143 1.487 0.654 0.113
H -0.289 -0.977 -0.292 0.132
H 2.618 -0.866 -0.096 0.078
H 1.501 -1.966 0.405 0.081
H 1.495 -0.453 -2.289 0.120
H 1.009 1.197 -1.804 0.115
H -1.054 0.717 -2.492 0.083
O -3.155 -0.835 1.040 -0.083
H -2.623 -0.539 0.283 0.013
H -2.684 -0.490 1.815 0.015
```

## Properties
Lowest unoccupied orbital energy in eV: 0.81
Orbital gap in eV: 10.24
ΔE to the lowest compared entry with this formula, charge and spin in kcal per mole: 28.6
HOMO in eV: -9.428
Spin multiplicity: 1



(2)
ORCA calculation (ωB97M-V with the def2-TZVPD basis set) on a molecular structure, C33H31CsF10N6 in a non-equilibrium geometry.

The geometry in XYZ format:
```
81
Properties=species:S:1:pos:R:3:lowdin_charge:R:1
Cs -0.108 0.493 0.334 1.395
C 2.458 -1.967 3.352 -0.120
N 1.531 -2.220 2.274 -0.208
C 2.129 -3.070 1.240 -0.197
C 1.893 -2.552 -0.182 -0.277
N 0.508 -2.574 -0.582 -0.030
C -0.055 -3.728 -0.877 -0.237
C 0.482 -5.052 -0.932 -0.136
F 1.802 -5.285 -0.644 0.025
C -0.253 -6.175 -1.265 -0.166
F 0.365 -7.389 -1.283 0.062
C -1.592 -6.097 -1.588 -0.176
F -2.310 -7.206 -1.914 0.050
C -2.180 -4.834 -1.551 -0.160
F -3.496 -4.713 -1.850 0.082
C -1.449 -3.723 -1.219 -0.143
F -2.095 -2.527 -1.217 0.063
C 0.249 -2.745 2.744 -0.192
C -0.631 -1.684 3.417 -0.252
N -1.277 -0.797 2.476 -0.143
C -2.418 -1.125 1.905 -0.292
C -3.203 -2.320 1.984 -0.132
F -2.773 -3.368 2.751 0.044
C -4.385 -2.512 1.302 -0.162
F -5.046 -3.692 1.437 0.076
C -4.921 -1.537 0.476 -0.170
F -6.081 -1.745 -0.205 0.056
C -4.218 -0.347 0.361 -0.161
F -4.716 0.652 -0.412 0.080
C -3.041 -0.162 1.043 -0.231
F -2.440 1.059 0.915 -0.207
H 2.690 -2.876 3.943 0.082
H 2.066 -1.218 4.040 0.062
H 3.395 -1.580 2.946 0.077
H 1.732 -4.092 1.320 0.110
H 3.207 -3.143 1.419 0.108
H 2.565 -3.089 -0.864 0.103
H 2.219 -1.502 -0.190 0.071
H 0.410 -3.610 3.417 0.117
H -0.281 -3.107 1.864 0.105
H 0.006 -1.049 4.039 0.082
H -1.327 -2.171 4.114 0.100
C 3.040 2.981 1.077 -0.086
N 1.707 2.783 1.610 -0.275
C 1.732 2.334 2.981 -0.125
C 0.822 3.862 1.307 -0.221
C 0.356 4.723 2.285 -0.060
C -0.505 5.777 1.986 -0.144
C -0.887 5.961 0.666 -0.137
C -0.435 5.114 -0.330 -0.048
C 0.415 4.015 -0.060 -0.283
N 0.765 3.056 -0.945 -0.019
C 0.805 3.257 -2.283 -0.250
C 1.191 4.473 -2.901 -0.055
C 1.297 4.602 -4.272 -0.138
C 1.023 3.531 -5.114 -0.141
C 0.659 2.320 -4.533 -0.062
C 0.557 2.163 -3.162 -0.209
N 0.200 0.887 -2.591 -0.324
C -1.087 0.384 -3.047 -0.102
C 1.248 -0.111 -2.769 -0.119
H 3.583 3.773 1.621 0.083
H 2.966 3.245 0.025 0.076
H 3.609 2.051 1.161 0.081
H 2.234 3.039 3.669 0.078
H 2.271 1.383 3.029 0.075
H 0.716 2.167 3.338 0.091
H 0.665 4.573 3.313 0.090
H -0.872 6.426 2.772 0.076
H -1.569 6.763 0.408 0.085
H -0.786 5.249 -1.345 0.098
H 1.417 5.318 -2.264 0.098
H 1.602 5.555 -4.693 0.084
H 1.096 3.629 -6.190 0.075
H 0.455 1.465 -5.170 0.099
H -1.104 0.182 -4.131 0.076
H -1.865 1.116 -2.827 0.094
H -1.318 -0.548 -2.527 0.065
H 1.427 -0.347 -3.833 0.081
H 0.978 -1.040 -2.252 0.045
H 2.180 0.268 -2.347 0.089
```

## Properties
Lowest unoccupied orbital energy in eV: 3.66
Orbital gap in eV: 5.14
Total charge: -2
HOMO in eV: -1.477
Spin multiplicity: 1



(3)
ORCA calculation (ωB97M-V with the def2-TZVPD basis set) on a molecular structure, C36H65IrN4OS3SeSi3.

The geometry in XYZ format:
```
114
Properties=species:S:1:pos:R:3:lowdin_charge:R:1
Ir 0.623 -0.550 1.387 0.530
C 3.786 -0.851 3.914 -0.150
O 2.577 -0.317 3.449 -0.420
Si 1.519 0.731 4.203 0.296
C 2.591 2.243 4.564 -0.153
C 1.174 0.016 5.909 -0.144
C 0.080 0.865 2.997 -0.588
Si -0.176 2.693 2.533 0.377
C 1.143 3.438 1.408 -0.227
C -0.220 3.862 4.024 -0.169
C -1.828 3.069 1.701 -0.199
Si -1.591 0.198 3.624 0.390
C -1.660 -1.480 4.504 -0.209
C -2.834 -0.005 2.217 -0.181
C -2.373 1.367 4.892 -0.185
H 4.166 -0.338 4.805 0.075
H 4.541 -0.766 3.128 0.083
H 3.661 -1.909 4.159 0.082
H 3.590 1.856 4.788 0.029
H 2.254 2.789 5.447 0.033
H 2.689 2.949 3.741 0.016
H 2.069 0.152 6.523 0.036
H 0.953 -1.048 5.872 0.020
H 0.349 0.519 6.420 0.031
H 1.093 4.524 1.529 0.039
H 0.979 3.212 0.352 -0.030
H 2.156 3.122 1.655 -0.017
H 0.739 4.002 4.519 0.008
H -0.951 3.569 4.774 0.012
H -0.530 4.838 3.635 0.037
H -2.041 2.427 0.850 -0.043
H -1.766 4.097 1.330 0.043
H -2.662 3.025 2.403 0.021
H -1.894 -2.272 3.790 0.009
H -2.485 -1.429 5.221 0.032
H -0.768 -1.779 5.043 -0.009
H -2.363 -0.459 1.342 -0.008
H -3.284 0.939 1.912 0.011
H -3.634 -0.673 2.551 0.040
H -1.669 1.625 5.687 0.022
H -3.216 0.849 5.356 0.031
H -2.751 2.297 4.469 0.014
S 0.663 -2.447 2.555 0.704
C -0.278 -3.615 1.661 -0.657
C -0.623 -4.850 2.223 -0.117
C -1.363 -5.758 1.495 -0.097
C -1.767 -5.454 0.191 -0.094
C -1.427 -4.242 -0.372 -0.111
C -0.683 -3.313 0.366 -0.641
S -0.237 -1.771 -0.321 0.668
H -0.314 -5.078 3.237 0.105
H -1.639 -6.705 1.939 0.099
H -2.354 -6.166 -0.375 0.099
H -1.743 -3.988 -1.379 0.090
C 5.440 2.157 -0.717 -0.083
C 4.288 1.844 -1.659 -0.267
N 3.943 0.425 -1.690 0.020
C 3.129 -0.184 -0.813 -0.725
S 2.471 0.720 0.470 0.707
N 2.890 -1.485 -0.967 -0.008
C 3.363 -2.317 -2.058 -0.242
C 4.775 -2.851 -1.835 -0.071
H 5.672 3.222 -0.753 0.078
H 6.338 1.604 -0.998 0.074
H 5.175 1.898 0.307 0.057
H 4.536 2.128 -2.683 0.114
H 3.394 2.396 -1.371 0.091
H 4.447 -0.154 -2.340 0.123
H 2.182 -1.855 -0.342 0.027
H 3.298 -1.761 -2.999 0.102
H 2.662 -3.147 -2.144 0.124
H 5.496 -2.043 -1.703 0.068
H 5.092 -3.456 -2.684 0.077
H 4.806 -3.469 -0.938 0.081
C 1.762 2.304 -4.515 -0.117
C 0.665 1.487 -5.188 -0.254
C 0.890 -0.018 -5.059 -0.177
C 0.659 -0.548 -3.649 -0.177
N -0.747 -0.584 -3.285 -0.035
C -1.363 0.230 -2.380 -0.727
Se -0.593 1.618 -1.481 0.749
N -2.621 -0.254 -2.204 -0.021
C -3.653 0.326 -1.359 -0.150
C -4.784 0.944 -2.175 -0.180
C -4.359 2.154 -3.004 -0.253
C -4.028 3.376 -2.154 -0.108
C -2.790 -1.409 -2.952 -0.158
C -3.840 -2.307 -3.040 -0.005
C -3.656 -3.421 -3.848 -0.088
C -2.462 -3.630 -4.538 -0.089
C -1.408 -2.731 -4.442 -0.007
C -1.596 -1.620 -3.638 -0.166
H 1.614 3.371 -4.686 0.076
H 2.745 2.033 -4.912 0.071
H 1.762 2.148 -3.435 0.023
H 0.611 1.747 -6.248 0.106
H -0.303 1.750 -4.752 0.093
H 1.920 -0.255 -5.347 0.113
H 0.239 -0.562 -5.750 0.108
H 1.162 0.067 -2.901 0.067
H 1.032 -1.571 -3.550 0.109
H -3.164 1.064 -0.726 0.066
H -4.027 -0.465 -0.705 0.129
H -5.571 1.243 -1.477 0.119
H -5.216 0.178 -2.825 0.100
H -5.168 2.398 -3.697 0.105
H -3.497 1.888 -3.624 0.100
H -4.853 3.610 -1.477 0.076
H -3.852 4.250 -2.783 0.072
H -3.128 3.217 -1.559 0.020
H -4.760 -2.157 -2.493 0.113
H -4.455 -4.146 -3.940 0.103
H -2.354 -4.511 -5.156 0.102
H -0.479 -2.898 -4.970 0.110
```

## Properties
Lowest unoccupied orbital energy (alpha / beta) in eV: -0.62 / -0.70
Orbital gap (alpha / beta) in eV: 6.36 / 6.30
ΔE to the lowest compared entry with this formula, charge and spin in kcal per mole: 0.0
HOMO (alpha / beta) in eV: -6.987 / -6.992
Spin multiplicity: 1



(4)
ORCA calculation (ωB97M-V with the def2-TZVPD basis set) on a single C5H10O2 molecule.

The geometry in XYZ format:
```
17
Properties=species:S:1:pos:R:3:lowdin_charge:R:1
O -0.167 -1.906 1.702 -0.057
C -0.661 -1.499 0.440 -0.255
C -0.460 -0.002 0.324 -0.291
C 1.015 0.431 0.367 -0.115
C 1.067 1.651 -0.576 -0.186
O -0.236 1.815 -1.124 -0.133
C -0.912 0.582 -1.015 -0.184
H -0.274 -2.861 1.777 0.089
H -0.119 -2.003 -0.379 0.125
H -1.730 -1.746 0.333 0.126
H -1.015 0.487 1.133 0.153
H 1.347 0.663 1.382 0.116
H 1.654 -0.380 -0.002 0.117
H 1.798 1.496 -1.383 0.116
H 1.318 2.582 -0.060 0.117
H -0.639 -0.096 -1.846 0.131
H -1.986 0.784 -1.072 0.130
```

## Properties
Lowest unoccupied orbital energy in eV: 0.88
Orbital gap in eV: 10.54
ΔE to the lowest compared entry with this formula, charge and spin in kcal per mole: 35.2
HOMO in eV: -9.658
Spin multiplicity: 1



(5)
ORCA calculation (ωB97M-V with the def2-TZVPD basis set) on 12 unconnected molecules or ions with the total composition C27H75N3O12 in a non-equilibrium geometry.

The geometry in XYZ format:
```
117
Properties=species:S:1:pos:R:3:lowdin_charge:R:1
C -10.408 12.492 12.329 -0.013
C -11.713 12.366 11.529 -0.494
C -11.491 13.054 10.166 -0.015
C -11.982 10.852 11.198 -0.099
C -12.545 10.035 12.444 -0.145
C -13.536 10.862 13.300 -0.109
C -13.446 12.415 13.422 -0.489
C -14.842 12.894 13.588 -0.014
C -12.614 12.638 14.742 -0.015
N -12.835 12.937 12.225 -0.135
O -12.716 14.318 12.257 -0.002
H -10.090 13.511 12.552 0.071
H -10.584 12.037 13.304 0.062
H -9.619 11.924 11.836 0.096
H -10.817 13.881 10.390 0.086
H -11.101 12.294 9.488 0.086
H -12.396 13.367 9.645 0.064
H -12.712 10.695 10.404 0.092
H -11.104 10.275 10.906 0.115
H -12.736 8.998 12.168 0.087
H -11.692 9.806 13.081 0.094
H -13.354 10.471 14.301 0.098
H -14.568 10.545 13.150 0.109
H -15.424 12.382 12.822 0.074
H -15.042 13.945 13.380 0.082
H -15.191 12.505 14.544 0.088
H -13.158 12.551 15.682 0.060
H -12.318 13.682 14.645 0.069
H -11.729 12.001 14.746 0.081
H -12.014 14.465 12.895 0.048
C -11.214 14.345 17.224 -0.040
C -10.756 15.602 18.036 -0.430
C -9.867 15.110 19.195 -0.043
C -9.880 16.489 17.075 -0.107
C -9.577 17.986 17.631 -0.138
C -10.905 18.662 18.027 -0.158
C -11.824 17.818 18.928 -0.457
C -11.310 17.729 20.382 -0.025
C -13.187 18.586 18.811 -0.039
N -12.024 16.432 18.307 -0.147
O -12.873 15.725 18.995 -0.026
H -10.598 14.110 16.356 0.074
H -11.277 13.439 17.827 0.085
H -12.199 14.442 16.767 0.053
H -9.509 15.925 19.824 0.054
H -10.373 14.434 19.885 0.080
H -8.980 14.541 18.919 0.084
H -8.988 15.938 16.778 0.107
H -10.466 16.564 16.158 0.079
H -8.847 18.011 18.441 0.093
H -8.992 18.463 16.844 0.092
H -11.474 19.016 17.167 0.110
H -10.658 19.563 18.589 0.114
H -11.755 16.866 20.877 0.085
H -11.570 18.654 20.897 0.080
H -10.225 17.660 20.459 0.062
H -13.004 19.614 19.123 0.081
H -13.972 18.055 19.350 0.077
H -13.587 18.638 17.798 0.078
H -13.413 15.283 18.336 0.059
C -11.447 16.515 2.910 -0.050
C -12.210 16.261 4.205 -0.505
C -11.137 16.008 5.301 -0.026
C -13.096 17.495 4.500 -0.134
C -14.030 17.246 5.638 -0.167
C -14.834 15.923 5.444 -0.130
C -13.977 14.723 5.121 -0.465
C -13.396 14.099 6.424 -0.040
C -14.979 13.604 4.570 -0.039
N -12.982 15.021 4.049 -0.128
O -12.245 13.927 3.576 0.009
H -10.773 15.706 2.630 0.077
H -12.019 16.680 1.996 0.088
H -10.756 17.352 3.016 0.083
H -10.460 16.858 5.388 0.087
H -11.525 15.732 6.281 0.053
H -10.527 15.149 5.023 0.080
H -12.435 18.356 4.598 0.125
H -13.664 17.563 3.572 0.122
H -13.471 17.024 6.547 0.100
H -14.613 18.128 5.903 0.113
H -15.608 16.030 4.685 0.118
H -15.361 15.737 6.380 0.120
H -12.779 13.225 6.213 0.083
H -14.260 13.653 6.917 0.072
H -12.950 14.838 7.090 0.067
H -15.730 13.429 5.340 0.065
H -14.702 12.550 4.586 0.073
H -15.517 13.797 3.642 0.083
H -11.840 13.706 4.418 0.067
O -14.974 14.182 17.803 -0.020
H -15.705 14.618 17.365 0.058
H -15.125 13.249 17.650 0.021
O -16.407 10.806 10.163 -0.029
H -16.648 11.512 10.762 0.028
H -16.995 10.913 9.416 0.051
O -10.465 15.870 13.519 -0.034
H -10.909 16.583 13.977 0.043
H -9.706 16.284 13.109 0.052
O -14.532 10.689 17.215 -0.035
H -15.486 10.742 17.164 0.040
H -14.222 11.306 16.551 -0.022
O -14.251 8.584 9.594 -0.048
H -13.698 8.806 8.845 0.031
H -14.653 9.415 9.849 -0.015
O -14.731 13.894 10.100 -0.043
H -14.989 12.996 9.892 0.028
H -13.995 13.798 10.705 -0.007
O -16.750 16.959 13.669 -0.079
H -16.189 16.521 13.029 -0.026
H -17.626 16.921 13.287 0.022
O -13.781 7.178 13.746 -0.044
H -13.797 7.212 14.702 0.033
H -12.851 7.163 13.521 0.026
O -16.370 15.570 11.528 -0.057
H -15.468 15.252 11.505 0.013
H -16.820 15.065 10.850 0.049
```

## Properties
Lowest unoccupied orbital energy in eV: -0.09
Orbital gap in eV: 7.78
ΔE to the lowest compared entry with this formula, charge and spin in kcal per mole: 48.5
HOMO in eV: -7.872
Spin multiplicity: 1



(6)
ORCA calculation (ωB97M-V with the def2-TZVPD basis set) on a gas-phase ion, C2H9N10 (charge +1) in a non-equilibrium geometry.

The geometry in XYZ format:
```
21
Properties=species:S:1:pos:R:3:lowdin_charge:R:1
C 1.356 -0.091 0.294 -0.366
C -0.861 0.648 0.793 -0.177
N -2.988 1.046 -0.705 -0.065
N 2.664 0.285 0.146 0.074
N -2.167 1.835 -0.842 0.163
N -1.526 -0.422 0.474 0.008
N 3.522 0.262 -0.738 -0.040
N -2.837 -0.204 0.301 -0.219
N 0.931 -1.367 0.133 0.230
N 4.784 0.360 -0.422 0.101
N -3.477 -1.245 -0.362 0.015
N 0.480 0.792 0.626 0.133
H -1.266 1.507 1.135 0.091
H -3.955 0.795 -0.900 0.144
H 1.458 -2.036 -0.315 0.092
H -0.108 -1.424 0.482 0.123
H 4.995 0.560 0.544 0.117
H 5.539 0.420 -1.157 0.162
H -3.015 -2.207 -0.317 0.130
H -4.405 -1.250 0.063 0.086
H 0.876 1.737 0.766 0.196
```

## Properties
Lowest unoccupied orbital energy in eV: -3.61
Orbital gap in eV: 7.98
Total charge: +1
ΔE to the lowest compared entry with this formula, charge and spin in kcal per mole: 8.6
HOMO in eV: -11.590
Spin multiplicity: 1